[1]
The following is a DFT calculation (ωB97M-V/def2-TZVPD) of a molecular structure, C40H67BrCl3N7O6SbSi3Tl in a non-equilibrium geometry.

Each line ends with the Mulliken charge.
CARTESIAN COORDINATES (ANGSTROEM)
Tl1 0.007 -1.390 -0.130  0.915
C1 -2.461 -3.936 -3.482  -1.906
C2 -1.986 -3.380 -2.165  1.282
N1 -0.744 -3.299 -1.858  -0.107
O1 0.204 -3.782 -2.750  -0.250
C3 -2.970 -2.920 -1.189  -0.034
C4 -4.434 -3.218 -1.349  -2.255
N2 -2.514 -2.242 -0.185  0.601
O2 -3.331 -1.807 0.716  -0.863
H1 -1.875 -3.521 -4.307  0.504
H2 -3.500 -3.671 -3.646  0.452
H3 -2.378 -5.025 -3.503  0.320
H4 -0.223 -4.103 -3.557  0.265
H5 -4.872 -2.622 -2.153  0.427
H6 -4.920 -2.932 -0.418  0.277
H7 -4.610 -4.279 -1.538  0.402
N3 1.168 2.286 2.908  -0.286
C5 1.761 3.535 2.429  0.278
C6 0.685 4.422 1.772  -1.440
C7 0.148 3.832 0.455  0.355
N4 -0.559 2.567 0.741  1.291
C8 1.316 3.613 -0.521  -1.045
C9 2.412 2.696 0.051  0.470
N5 1.939 1.310 0.148  0.798
C10 2.876 3.268 1.409  -1.843
H8 0.117 1.940 1.223  -0.251
H9 0.581 2.439 3.721  0.130
H10 1.878 1.608 3.149  -0.045
H11 2.204 4.099 3.262  0.402
H12 1.118 5.401 1.558  0.513
H13 -0.142 4.566 2.474  0.455
H14 -0.571 4.521 0.012  0.386
H15 -1.355 2.721 1.356  0.440
H16 -0.959 2.052 -0.091  -0.560
H17 1.763 4.585 -0.736  0.520
H18 0.949 3.203 -1.468  0.176
H19 3.285 2.761 -0.620  0.325
H20 2.701 0.685 0.395  0.111
H21 1.592 0.983 -0.754  -0.761
H22 3.382 4.216 1.214  0.451
H23 3.611 2.587 1.849  0.491
C11 -2.149 1.822 4.931  -0.942
Si1 -3.007 0.118 4.878  0.598
C12 -4.809 0.378 4.341  -1.167
C13 -3.028 -0.465 6.682  -1.221
Sb1 -1.693 -1.159 3.066  -0.829
Si2 -3.003 -3.363 3.377  0.853
C14 -2.760 -4.087 5.127  -0.901
C15 -4.872 -3.113 3.206  -0.955
C16 -2.406 -4.694 2.168  -0.580
Si3 0.347 -2.022 4.473  0.547
C17 1.887 -0.948 4.126  -0.768
C18 0.865 -3.732 3.818  -0.721
C19 0.305 -2.112 6.375  -1.288
H24 -2.676 2.516 5.588  0.456
H25 -2.109 2.268 3.933  0.102
H26 -1.127 1.716 5.307  0.213
H27 -5.074 1.436 4.301  0.418
H28 -5.498 -0.116 5.028  0.396
H29 -4.983 -0.040 3.349  0.242
H30 -3.567 0.247 7.311  0.423
H31 -2.017 -0.568 7.075  0.247
H32 -3.521 -1.433 6.782  0.309
H33 -3.078 -3.380 5.894  0.056
H34 -1.717 -4.342 5.322  0.154
H35 -3.353 -4.997 5.246  0.416
H36 -5.279 -2.579 4.067  0.277
H37 -5.391 -4.071 3.124  0.451
H38 -5.085 -2.529 2.310  0.075
H39 -1.449 -5.116 2.481  0.326
H40 -2.276 -4.274 1.171  -0.211
H41 -3.127 -5.511 2.100  0.389
H42 2.032 -0.803 3.052  -0.024
H43 2.785 -1.423 4.528  0.447
H44 1.796 0.030 4.604  0.328
H45 0.846 -3.743 2.724  0.012
H46 0.194 -4.518 4.167  0.334
H47 1.876 -3.992 4.140  0.448
H48 0.303 -1.108 6.805  0.328
H49 1.181 -2.638 6.761  0.403
H50 -0.585 -2.628 6.738  0.342
C20 6.132 3.342 -6.174  -0.812
O3 5.400 3.813 -5.047  -0.526
C21 4.169 4.358 -5.339  0.529
C22 4.033 5.548 -6.028  -0.271
C23 2.771 6.086 -6.231  -0.664
C24 1.653 5.428 -5.741  -0.816
C25 1.782 4.236 -5.050  -0.295
C26 3.044 3.680 -4.855  -0.140
N6 3.287 2.526 -4.098  0.193
C27 2.461 1.538 -3.714  -0.649
C28 1.311 1.064 -4.303  0.957
C29 0.918 1.324 -5.655  -0.639
C30 -0.166 0.716 -6.189  -1.084
C31 -0.975 -0.143 -5.384  -0.757
C32 -0.657 -0.423 -4.096  -0.099
C33 0.517 0.134 -3.489  -0.531
O4 0.851 -0.126 -2.314  0.000
H51 7.126 3.089 -5.813  0.276
H52 6.216 4.106 -6.949  0.338
H53 5.660 2.451 -6.598  0.265
H54 4.915 6.059 -6.391  0.475
H55 2.666 7.022 -6.761  0.393
H56 0.669 5.854 -5.882  0.426
H57 0.911 3.734 -4.653  0.581
H58 4.242 2.473 -3.771  0.440
H59 2.777 1.028 -2.809  0.555
H60 1.541 1.966 -6.264  0.575
H61 -0.424 0.876 -7.227  0.397
H62 -1.867 -0.577 -5.820  0.506
H63 -1.292 -1.037 -3.471  0.073
Cl1 -3.832 1.479 0.906  -0.120
C34 -3.874 1.510 -0.870  0.508
Cl2 -3.378 3.146 -1.399  -0.181
Cl3 -5.522 1.228 -1.403  -0.126
C35 -2.843 0.450 -1.551  -0.609
O5 -3.342 -0.259 -2.399  -0.654
O6 -1.635 0.565 -1.180  0.200
Br1 3.378 -3.712 -4.052  -0.189
C36 3.442 -3.423 -2.185  -0.466
C37 3.803 -4.442 -1.324  -0.196
C38 3.828 -4.164 0.035  -0.770
C39 3.488 -2.889 0.459  -0.236
N7 3.141 -1.911 -0.374  -0.047
C40 3.123 -2.174 -1.677  0.200
H64 4.058 -5.422 -1.702  0.439
H65 4.105 -4.925 0.751  0.428
H66 3.496 -2.632 1.513  0.415
H67 2.824 -1.366 -2.331  0.334

Properties
- ΔE to the lowest compared entry with this formula, charge and spin: 45.92 kcal per mole
- HOMO-LUMO gap: 5.3 eV
- F_max: 1.0 eV/A
- DFT total energy: -7634.9247 a.u.
- Lowest unoccupied orbital energy: -0.86 eV
- Charge: 0



[2]
The following is a DFT calculation (ωB97M-V/def2-TZVPD) of C5H7NO in the gas phase.

Each line ends with the Mulliken charge.
CARTESIAN COORDINATES (ANGSTROEM)
C1 0.451 -1.739 0.714  -1.114
C2 0.242 -0.421 0.029  0.768
N1 1.381 0.454 -0.241  -0.556
C3 0.284 1.023 0.493  -0.227
C4 -0.819 1.465 -0.471  -0.607
C5 -0.920 -0.031 -0.851  0.245
O1 -1.765 -0.672 -1.416  -0.573
H1 -0.494 -2.288 0.770  0.324
H2 0.836 -1.589 1.727  0.305
H3 1.175 -2.347 0.162  0.253
H4 1.432 0.782 -1.203  0.269
H5 0.444 1.375 1.507  0.381
H6 -0.516 2.181 -1.243  0.261
H7 -1.753 1.800 -0.011  0.271

Properties
- ΔE to the lowest compared entry with this formula, charge and spin: 44.79 kcal per mole
- HOMO-LUMO gap: 10.4 eV
- F_max: 0.5 eV/A
- DFT total energy: -324.6531 a.u.
- Lowest unoccupied orbital energy: 0.98 eV
- SMILES: C[C@]12N[C@H]1CC2=O
- Charge: 0



[3]
The following is a DFT calculation (ωB97M-V/def2-TZVPD) of 3 unconnected molecules or ions with the total composition C22H49BNO10P2 in a non-equilibrium geometry.

Each line ends with the Mulliken charge.
CARTESIAN COORDINATES (ANGSTROEM)
C1 0.864 -0.978 3.662  -0.537
C2 0.979 -1.143 2.465  -0.314
B1 0.826 -1.495 0.863  0.511
C3 0.864 -0.133 -0.068  -0.868
C4 -0.474 0.643 0.211  -0.261
C5 -0.675 1.876 -0.697  -0.305
N1 -2.106 2.280 -0.711  -0.693
C6 1.950 -2.622 0.447  -1.079
C7 1.564 -3.983 1.145  -0.504
C8 1.111 -5.071 0.125  -0.384
O1 -0.304 -5.313 0.286  -0.300
C9 -1.009 -5.218 -0.875  0.651
C10 -0.562 -5.895 -2.183  -0.605
O2 -2.047 -4.612 -0.857  -0.546
H1 0.484 -0.966 4.666  0.393
H2 -0.264 -2.010 0.693  -0.167
H3 1.685 0.569 0.177  0.305
H4 0.861 -0.346 -1.155  0.049
H5 -1.272 -0.110 0.109  0.242
H6 -0.446 0.988 1.260  0.097
H7 -0.325 1.617 -1.708  0.351
H8 -0.083 2.701 -0.250  0.186
H9 -2.178 3.216 -1.100  0.214
H10 -2.417 2.325 0.256  0.247
H11 2.946 -2.323 0.836  0.328
H12 2.069 -2.759 -0.644  0.274
H13 0.691 -3.814 1.797  0.293
H14 2.365 -4.350 1.809  0.293
H15 1.703 -5.984 0.335  0.215
H16 1.397 -4.748 -0.885  0.298
H17 0.506 -6.147 -2.135  0.360
H18 -1.202 -6.755 -2.401  0.312
H19 -0.667 -5.133 -2.969  -0.030
O3 -1.554 0.109 -6.009  -0.789
P1 -0.779 -0.785 -6.930  1.215
O4 -1.962 -1.278 -7.966  -0.304
C11 -2.602 -0.306 -8.782  -0.334
C12 -1.661 0.262 -9.829  -0.931
O5 -0.687 -2.088 -5.933  -0.325
C13 -0.366 -1.905 -4.543  -0.346
C14 -1.567 -2.241 -3.689  -1.068
O6 0.441 -1.381 -7.877  -0.425
C15 0.735 -2.764 -8.069  -0.103
C16 -0.179 -3.445 -9.066  -0.957
H20 -3.017 0.492 -8.159  0.276
H21 -3.439 -0.805 -9.272  0.307
H22 -0.843 0.818 -9.361  0.293
H23 -2.195 0.937 -10.500  0.402
H24 -1.210 -0.538 -10.418  0.166
H25 -0.024 -0.887 -4.349  0.366
H26 0.460 -2.581 -4.306  0.283
H27 -2.427 -1.628 -3.960  0.374
H28 -1.348 -2.085 -2.631  0.263
H29 -1.860 -3.282 -3.836  0.258
H30 0.779 -3.312 -7.131  0.202
H31 1.753 -2.786 -8.469  0.335
H32 -1.166 -3.624 -8.641  0.260
H33 0.238 -4.413 -9.352  0.415
H34 -0.306 -2.836 -9.962  0.167
O7 2.149 3.096 5.862  -0.764
P2 1.522 4.114 6.764  1.185
O8 0.879 3.156 7.937  -0.278
C17 1.760 2.383 8.745  -0.336
C18 2.601 3.257 9.657  -0.937
O9 0.184 4.408 5.849  -0.379
C19 0.314 4.566 4.430  -0.525
C20 -0.343 3.400 3.722  -0.917
O10 1.279 5.509 7.624  -0.397
C21 0.011 6.112 7.877  -0.113
C22 -0.759 5.453 9.001  -0.955
H35 2.395 1.756 8.114  0.292
H36 1.137 1.719 9.345  0.310
H37 3.277 3.893 9.077  0.290
H38 3.202 2.644 10.330  0.406
H39 1.969 3.918 10.252  0.162
H40 1.361 4.658 4.138  0.385
H41 -0.188 5.499 4.156  0.333
H42 0.083 2.446 4.033  0.269
H43 -0.236 3.490 2.640  0.277
H44 -1.406 3.369 3.972  0.279
H45 -0.593 6.197 6.977  0.214
H46 0.239 7.140 8.175  0.329
H47 -1.178 4.497 8.688  0.263
H48 -1.589 6.093 9.309  0.415
H49 -0.116 5.271 9.863  0.168

Properties
- ΔE to the lowest compared entry with this formula, charge and spin: 0.00 kcal per mole
- HOMO-LUMO gap: 6.0 eV
- F_max: 7.8 eV/A
- DFT total energy: -2382.3544 a.u.
- Lowest unoccupied orbital energy: 1.24 eV
- Charge: -1